[1]
Below is a cluster of 5 separate species, C6H23NO5 in total in a non-equilibrium geometry, with properties calculated with the ωB97M-V functional and the def2-TZVPD basis.

ORCA input file:
```
! wB97M-V def2-TZVPD RIJCOSX def2/J DEFGRID3
* xyz 0 1
C 3.981 -0.464 2.878
O 3.332 0.728 2.517
C 3.243 0.976 1.163
C 2.646 2.370 0.964
C 2.518 2.725 -0.480
N 3.481 3.452 1.596
H 3.778 -0.450 3.949
H 5.068 -0.412 2.811
H 3.567 -1.438 2.617
H 4.227 0.782 0.735
H 2.466 0.326 0.761
H 1.599 2.350 1.264
H 3.489 2.799 -0.971
H 1.975 3.666 -0.568
H 1.918 1.952 -0.961
H 3.257 4.383 1.274
H 3.188 3.322 2.554
C -4.455 -3.097 3.546
O -5.351 -2.525 2.591
H -3.643 -3.744 3.214
H -4.057 -2.379 4.263
H -5.153 -3.738 4.084
H -4.925 -2.467 1.733
C 1.544 -2.771 -4.414
O 0.497 -2.067 -5.021
H 2.268 -2.035 -4.066
H 1.070 -3.341 -3.615
H 2.057 -3.375 -5.163
H 0.290 -2.431 -5.885
O -7.444 2.492 -2.322
H -7.606 3.396 -2.592
H -8.218 2.251 -1.813
O -3.508 -0.529 -1.843
H -2.948 -0.777 -2.578
H -4.151 0.070 -2.223
*
```

The value obtained for the strongest force on any atom is 2.45 eV/Å. The HOMO energy comes out at -9.36 eV. As for the LUMO energy: 0.02267 Ha. The calculation puts the orbital gap at 9.97 eV.

In the natural (NBO) picture, each atom carries the following charge in e:
1. C -0.269
2. O -0.541
3. C -0.058
4. C -0.068
5. C -0.604
6. N -0.841
7. H 0.193
8. H 0.174
9. H 0.174
10. H 0.170
11. H 0.158
12. H 0.170
13. H 0.208
14. H 0.206
15. H 0.207
16. H 0.357
17. H 0.362
18. C -0.259
19. O -0.724
20. H 0.170
21. H 0.165
22. H 0.176
23. H 0.470
24. C -0.244
25. O -0.734
26. H 0.174
27. H 0.172
28. H 0.165
29. H 0.468
30. O -0.937
31. H 0.468
32. H 0.469
33. O -0.941
34. H 0.469
35. H 0.472

---

[2]
Below is a cluster of 6 separate species, C6H23NO6 in total in a non-equilibrium geometry, with properties calculated with the ωB97M-V functional and the def2-TZVPD basis.

ORCA input file:
```
! wB97M-V def2-TZVPD RIJCOSX def2/J DEFGRID3
* xyz 1 2
C -0.806 -1.867 -1.349
C -0.432 -2.629 -0.074
C -0.433 -0.425 -1.217
N -1.430 0.429 -0.706
C -0.813 2.590 -1.778
C -1.396 1.873 -0.559
C -0.643 2.242 0.737
O 0.641 0.032 -1.556
H -1.876 -1.978 -1.528
H -0.267 -2.267 -2.206
H -0.729 -3.671 -0.140
H 0.635 -2.600 0.146
H -0.939 -2.225 0.803
H -2.256 0.003 -0.250
H -1.286 2.281 -2.710
H -0.935 3.666 -1.657
H 0.254 2.407 -1.885
H -2.449 2.152 -0.489
H -0.918 1.601 1.573
H -0.916 3.259 1.009
H 0.429 2.178 0.587
H 1.735 0.821 -0.220
H 3.249 0.635 -0.159
O 2.488 0.912 0.376
H 2.449 -0.831 1.011
H 1.689 -1.551 2.140
O 2.323 -1.699 1.425
H -4.146 -0.748 1.385
H -2.699 -1.145 1.750
O -3.279 -0.945 1.007
H 3.208 -1.859 -1.008
H 2.357 -0.837 -1.779
O 3.269 -1.080 -1.578
H 1.432 0.634 2.227
H 1.521 0.440 3.713
O 0.968 0.200 2.959
*
```

The value obtained for the strongest force on any atom is 1.34 eV/Å. The HOMO energy (alpha / beta) comes out at -13.70 / -13.70 eV. As for the LUMO energy (alpha / beta): -0.12535 / -0.31819 Ha. The calculation puts the orbital gap (alpha / beta) at 10.29 / 5.04 eV.

In the natural (NBO) picture, each atom carries the following charge in e:
1. C -0.514
2. C -0.609
3. C 0.675
4. N -0.197
5. C -0.623
6. C -0.089
7. C -0.593
8. O -0.488
9. H 0.244
10. H 0.266
11. H 0.248
12. H 0.265
13. H 0.192
14. H 0.467
15. H 0.236
16. H 0.252
17. H 0.240
18. H 0.246
19. H 0.244
20. H 0.263
21. H 0.237
22. H 0.472
23. H 0.522
24. O -0.976
25. H 0.476
26. H 0.488
27. O -0.987
28. H 0.509
29. H 0.496
30. O -0.970
31. H 0.487
32. H 0.472
33. O -0.956
34. H 0.485
35. H 0.490
36. O -0.971

---

[3]
Below is a cluster of 5 separate species, C6H24BBrN11O5 in total in a non-equilibrium geometry, with properties calculated with the ωB97M-V functional and the def2-TZVPD basis.

ORCA input file:
```
! wB97M-V def2-TZVPD RIJCOSX def2/J DEFGRID3
* xyz 1 1
C -0.658 -0.674 0.533
B -1.647 -1.552 -0.260
O -1.187 -2.391 -1.237
N -3.136 -1.641 0.009
C -3.866 -0.524 -0.153
N -5.185 -0.573 0.137
N -3.367 0.654 -0.589
Br -3.142 2.010 0.663
H -0.682 -0.933 1.588
H 0.334 -0.867 0.171
H -0.804 0.393 0.440
H -1.509 -2.174 -2.124
H -3.542 -2.355 -0.605
H -5.604 0.128 0.723
H -5.701 -1.344 -0.254
H -2.621 0.585 -1.271
C 2.802 1.281 -0.111
O 1.572 1.199 -0.138
N 3.437 2.359 0.446
N 3.615 0.328 -0.621
H 4.434 2.454 0.478
H 2.860 3.079 0.840
H 3.200 -0.480 -1.043
H 4.615 0.388 -0.605
C -4.490 -2.626 3.970
O -3.534 -3.361 4.096
N -4.618 -1.803 2.868
N -5.499 -2.550 4.884
H -5.388 -1.182 2.722
H -3.884 -1.849 2.188
H -5.429 -3.138 5.694
H -6.292 -1.944 4.787
C 5.371 -2.719 -2.146
O 5.204 -1.534 -1.890
N 4.443 -3.458 -2.824
N 6.498 -3.390 -1.775
H 4.566 -4.428 -3.043
H 3.607 -2.992 -3.119
H 7.200 -2.875 -1.279
H 6.653 -4.359 -1.978
C 1.354 6.130 -1.333
O 1.185 7.323 -1.470
N 2.591 5.565 -1.180
N 0.310 5.234 -1.316
H 2.726 4.577 -1.073
H 3.384 6.178 -1.175
H -0.613 5.604 -1.430
H 0.437 4.246 -1.195
*
```

The value obtained for the strongest force on any atom is 3.21 eV/Å. The HOMO energy comes out at -11.55 eV. As for the LUMO energy: -0.19464 Ha. The calculation puts the orbital gap at 6.25 eV.

In the natural (NBO) picture, each atom carries the following charge in e:
1. C -1.050
2. B 1.100
3. O -0.893
4. N -0.797
5. C 0.734
6. N -0.808
7. N -0.692
8. Br 0.334
9. H 0.272
10. H 0.288
11. H 0.267
12. H 0.509
13. H 0.431
14. H 0.438
15. H 0.434
16. H 0.426
17. C 0.777
18. O -0.732
19. N -0.855
20. N -0.819
21. H 0.398
22. H 0.406
23. H 0.415
24. H 0.412
25. C 0.774
26. O -0.638
27. N -0.871
28. N -0.842
29. H 0.374
30. H 0.397
31. H 0.419
32. H 0.389
33. C 0.783
34. O -0.703
35. N -0.843
36. N -0.837
37. H 0.394
38. H 0.404
39. H 0.412
40. H 0.393
41. C 0.772
42. O -0.642
43. N -0.857
44. N -0.864
45. H 0.387
46. H 0.411
47. H 0.404
48. H 0.387

---

Copy entry 1 word for word.
Below is a cluster of 5 separate species, C6H23NO5 in total in a non-equilibrium geometry, with properties calculated with the ωB97M-V functional and the def2-TZVPD basis.

ORCA input file:
```
! wB97M-V def2-TZVPD RIJCOSX def2/J DEFGRID3
* xyz 0 1
C 3.981 -0.464 2.878
O 3.332 0.728 2.517
C 3.243 0.976 1.163
C 2.646 2.370 0.964
C 2.518 2.725 -0.480
N 3.481 3.452 1.596
H 3.778 -0.450 3.949
H 5.068 -0.412 2.811
H 3.567 -1.438 2.617
H 4.227 0.782 0.735
H 2.466 0.326 0.761
H 1.599 2.350 1.264
H 3.489 2.799 -0.971
H 1.975 3.666 -0.568
H 1.918 1.952 -0.961
H 3.257 4.383 1.274
H 3.188 3.322 2.554
C -4.455 -3.097 3.546
O -5.351 -2.525 2.591
H -3.643 -3.744 3.214
H -4.057 -2.379 4.263
H -5.153 -3.738 4.084
H -4.925 -2.467 1.733
C 1.544 -2.771 -4.414
O 0.497 -2.067 -5.021
H 2.268 -2.035 -4.066
H 1.070 -3.341 -3.615
H 2.057 -3.375 -5.163
H 0.290 -2.431 -5.885
O -7.444 2.492 -2.322
H -7.606 3.396 -2.592
H -8.218 2.251 -1.813
O -3.508 -0.529 -1.843
H -2.948 -0.777 -2.578
H -4.151 0.070 -2.223
*
```

The value obtained for the strongest force on any atom is 2.45 eV/Å. The HOMO energy comes out at -9.36 eV. As for the LUMO energy: 0.02267 Ha. The calculation puts the orbital gap at 9.97 eV.

In the natural (NBO) picture, each atom carries the following charge in e:
1. C -0.269
2. O -0.541
3. C -0.058
4. C -0.068
5. C -0.604
6. N -0.841
7. H 0.193
8. H 0.174
9. H 0.174
10. H 0.170
11. H 0.158
12. H 0.170
13. H 0.208
14. H 0.206
15. H 0.207
16. H 0.357
17. H 0.362
18. C -0.259
19. O -0.724
20. H 0.170
21. H 0.165
22. H 0.176
23. H 0.470
24. C -0.244
25. O -0.734
26. H 0.174
27. H 0.172
28. H 0.165
29. H 0.468
30. O -0.937
31. H 0.468
32. H 0.469
33. O -0.941
34. H 0.469
35. H 0.472

---

Among the records above, which one has the highest strongest force on any atom? C6H24BBrN11O5